One molecule with the formula C23H28N4O3, computed with ωB97M-V/def2-TZVPD.

Properties
Gap between HOMO and LUMO   9.607 eV
Electronic energy   -1338.07239 hartree
LUMO level   0.80 eV
Molar mass   408.5 g/mol
SMILES   O=C(CN(C(=O)CCC(=O)Nc1ccccn1)C1CCCC1)NCc1ccccc1
Energy above the lowest of the compared OMol25 structures with the same formula, charge and spin   11.9 kcal/mol

```
! wB97M-V def2-TZVPD RIJCOSX def2/J DEFGRID3
* xyz 0 1
O -1.22 1.33 -1.86
C -0.65 0.27 -2.05
N -1.21 -0.94 -1.97
H -0.59 -1.74 -2.04
C -2.54 -1.19 -1.46
C -2.50 -2.29 -0.43
C -2.96 -2.08 0.86
C -2.87 -3.09 1.81
C -2.32 -4.32 1.47
C -1.87 -4.53 0.18
C -1.96 -3.53 -0.77
H -1.61 -3.71 -1.77
H -1.45 -5.49 -0.09
H -2.24 -5.10 2.21
H -3.23 -2.92 2.81
H -3.38 -1.12 1.13
H -3.20 -1.47 -2.29
H -2.91 -0.26 -1.02
C 0.85 0.20 -2.40
N 1.63 -0.08 -1.20
C 1.69 -1.37 -0.81
O 1.12 -2.25 -1.46
C 2.37 -1.78 0.48
H 3.20 -1.13 0.77
C 1.32 -1.83 1.60
C 0.85 -0.42 1.93
O 1.58 0.38 2.48
N -0.43 -0.16 1.55
C -1.14 1.04 1.66
N -2.32 1.01 1.05
C -3.07 2.09 1.06
C -2.69 3.27 1.68
C -1.48 3.29 2.35
C -0.68 2.16 2.35
H 0.26 2.13 2.87
H -1.15 4.18 2.87
H -3.33 4.14 1.65
H -4.01 2.01 0.54
H -0.96 -0.87 1.06
H 1.78 -2.25 2.49
H 0.49 -2.47 1.29
H 2.76 -2.79 0.32
C 2.41 1.02 -0.65
H 2.85 0.68 0.29
C 3.54 1.46 -1.62
H 4.50 1.42 -1.10
C 3.22 2.91 -2.00
C 2.48 3.44 -0.78
H 3.19 3.67 0.02
C 1.58 2.28 -0.36
H 0.66 2.29 -0.94
H 1.31 2.34 0.69
H 1.91 4.35 -0.99
H 2.56 2.94 -2.87
H 4.12 3.48 -2.23
H 3.59 0.81 -2.48
H 1.02 -0.59 -3.13
H 1.17 1.16 -2.81
*
```